C6H4Cl2F3N in the gas phase. Source: the OMol25 dataset; level of theory: wB97M-V/def2-TZVPD.

ORCA input file:
```
! RIJCOSX wB97M-V def2-TZVPD def2/J DEFGRID3
* xyz 0 1
C -0.20239 -1.51665 0.42807
C 1.64981 -0.15897 1.19592
C -0.53492 -0.67501 -0.61168
C 0.53214 -1.13110 1.61379
C -0.56634 0.81254 -0.43901
C -0.73789 1.70593 -1.68820
N 1.54046 0.82562 0.48388
F -2.02830 1.66838 -2.11432
F -0.43487 2.99553 -1.43457
F -0.02706 1.32000 -2.72120
Cl -0.93789 -1.24518 -2.12745
Cl -1.26114 1.45156 1.03769
H -0.33434 -2.53925 0.24155
H 2.58433 -0.70012 1.54665
H -0.07102 -0.70882 2.49857
H 0.82941 -2.10446 2.09033
*
```

## Properties
* calculated total energy: -40970.48072 eV
* orbital gap (alpha / beta): 7.93 / 8.25 eV
* energy relative to the best compared isomer or geometry (same formula, charge and spin): 282.6 kJ/mol